(1)
C16H30N6ORhS as an isolated structure at a distorted geometry. Source: the OMol25 dataset; level of theory: ωB97M-V/def2-TZVPD.

As for the energy relative to the best compared isomer or geometry (same formula, charge and spin): 28.5 kcal/mol. The HOMO energy (spin up / spin down) comes out at -9.83 / -10.76 eV. The expectation value of S² is 6.02.

ORCA input file:
```
! wB97M-V def2-TZVPD RIJCOSX def2/J DEFGRID3
* xyz 1 5
Rh 0.060 -1.016 -0.149
S -4.001 4.712 -3.761
O -2.072 -1.122 -0.745
N 1.430 0.708 -0.419
N 1.819 -2.102 0.644
N -0.917 -2.784 0.628
N -1.054 0.777 -1.616
N -0.521 0.223 1.641
N -1.918 4.261 -5.231
C -0.509 -0.394 2.984
C 2.766 -1.476 1.602
C 1.420 -3.443 1.170
C -0.911 -1.889 3.064
C -2.707 2.419 -2.145
C -2.611 3.931 -4.134
C 0.073 -3.884 0.609
C 0.817 1.873 0.278
C -0.423 1.158 -2.727
C 3.199 -0.028 1.290
C 2.869 0.549 -0.081
C -1.639 -2.585 1.913
C 0.221 1.513 1.645
C -2.050 2.831 -3.289
C -2.196 1.408 -1.354
C -0.869 2.166 -3.569
H 0.501 -0.300 3.382
H 1.012 1.410 2.383
H 3.354 1.528 -0.159
H -0.416 2.337 1.981
H -1.573 -1.995 3.925
H -0.293 -4.759 1.157
H -0.258 2.397 -4.432
H 2.344 -2.277 -0.209
H -3.636 2.902 -1.875
H 4.286 0.017 1.382
H -2.721 1.091 -0.465
H -0.030 -2.477 3.321
H 2.826 0.643 2.061
H 1.388 -3.380 2.254
H -1.492 0.378 1.386
H -1.632 -3.006 -0.059
H 1.379 0.817 -1.428
H 3.322 -0.070 -0.862
H -1.065 3.808 -5.508
H -1.155 0.195 3.644
H 3.651 -2.118 1.657
H 0.474 0.620 -3.020
H 2.297 -1.515 2.584
H 0.022 2.261 -0.345
H -1.945 -3.574 2.275
H 2.182 -4.186 0.922
H -2.554 -2.047 1.659
H 1.551 2.680 0.385
H 0.189 -4.185 -0.434
H -2.285 4.997 -5.811
*
```

---

(2)
C16H30NOPPb as an isolated structure at a distorted geometry. Source: the OMol25 dataset; level of theory: ωB97M-V/def2-TZVPD.

As for the energy relative to the best compared isomer or geometry (same formula, charge and spin): 13.6 kcal/mol. The HOMO energy (spin up / spin down) comes out at -14.21 / -14.22 eV.

ORCA input file:
```
! wB97M-V def2-TZVPD RIJCOSX def2/J DEFGRID3
* xyz 2 1
Pb 0.879 -0.295 1.966
P 0.726 -3.001 -0.315
O -0.578 1.204 2.313
N -2.087 1.062 -1.823
C 2.804 1.006 -2.413
C -0.704 1.896 3.558
C -1.519 0.197 -2.810
C 1.794 1.857 -1.995
C 1.088 0.287 -0.299
C 0.984 -4.555 0.552
C 2.908 -0.253 -1.843
C 2.245 -2.008 -0.191
C -1.587 1.088 4.486
C 0.454 -3.343 -2.068
C 0.645 2.329 4.110
C -0.221 2.485 -0.744
C -3.306 0.638 -1.191
C 0.874 1.488 -0.998
C -1.565 2.362 -1.531
C 2.044 -0.617 -0.805
H -2.036 0.277 -3.780
H 2.539 -1.953 0.886
H -2.349 2.848 -0.920
H 1.705 2.844 -2.444
H -1.616 -0.848 -2.484
H -3.331 -0.456 -1.099
H 0.600 -2.431 -2.669
H -2.611 1.038 4.096
H -4.202 0.948 -1.760
H 0.001 -5.045 0.658
H 1.065 3.135 3.496
H 0.153 3.473 -1.051
H -0.916 -2.140 0.264
H -1.461 2.919 -2.485
H -0.586 -3.691 -2.204
H -0.430 2.550 0.331
H 1.646 -5.203 -0.048
H -1.250 2.793 3.267
H 1.159 -4.132 -2.380
H -0.801 -1.519 0.650
H 1.371 1.506 4.159
H 3.043 -2.571 -0.707
H -3.371 1.100 -0.197
H -1.623 1.543 5.478
H 3.518 1.328 -3.163
H 3.660 -0.972 -2.176
H 0.530 2.704 5.130
H 1.401 -4.355 1.554
H -1.223 0.060 4.610
H -0.460 0.423 -2.971
*
```

---

(3)
C16H31B2F9O10Zr2 as an isolated structure at a distorted geometry. Source: the OMol25 dataset; level of theory: ωB97M-V/def2-TZVPD.

As for the energy relative to the best compared isomer or geometry (same formula, charge and spin): 103.4 kcal/mol. The HOMO energy comes out at -14.51 eV.

ORCA input file:
```
! wB97M-V def2-TZVPD RIJCOSX def2/J DEFGRID3
* xyz 2 1
Zr -3.339 -3.079 0.335
Zr 0.464 -2.498 -0.240
F 4.467 0.126 0.384
F 0.744 5.274 2.988
F 4.782 0.356 -1.692
F 1.332 3.252 2.689
F -4.044 1.880 -1.362
F -3.781 4.001 -2.151
F -0.546 4.092 1.850
F 6.322 -0.722 -0.592
F -2.156 2.834 -1.410
O 5.176 -2.783 -1.575
O -1.629 -1.508 0.755
O -3.178 4.871 0.480
O 2.739 5.375 1.016
O -4.657 3.130 0.925
O 0.829 -0.322 -0.252
O 1.224 -4.162 -1.503
O 0.867 4.716 -0.295
O 3.159 -2.058 -0.671
O -1.350 -4.075 -0.242
C 1.587 4.865 0.892
C -0.776 -5.340 -0.673
C 2.380 4.189 -2.118
C 4.315 -1.824 -0.985
C -0.112 0.526 0.356
C -3.426 3.065 -1.189
C 0.363 -5.256 -1.804
C 1.322 5.187 -1.578
C 4.865 -4.129 -1.823
C -3.736 3.807 0.177
C -1.293 -0.189 1.201
C 0.765 4.282 2.073
C 5.010 -0.502 -0.727
C -6.062 2.520 2.912
C 5.880 -4.574 -2.831
C -5.257 3.716 2.127
B 1.284 -3.030 1.743
B -4.748 -1.733 1.330
H 0.556 5.411 -2.320
H 6.884 -4.762 -2.452
H -5.352 -2.584 1.058
H -2.163 0.459 1.303
H -0.803 -0.304 2.168
H 3.884 -4.231 -2.286
H 1.567 -3.617 0.883
H -3.968 -2.072 1.994
H 0.951 -6.165 -1.932
H -0.081 -4.964 -2.756
H -4.420 4.222 2.607
H 1.586 6.191 -1.244
H -5.217 2.053 3.419
H 0.313 1.351 0.928
H -0.612 0.911 -0.533
H 4.897 -4.771 -0.943
H -4.248 -1.395 0.436
H 1.947 3.215 -2.345
H 5.682 -5.582 -3.195
H 0.211 -3.118 1.814
H -6.837 2.808 3.622
H 3.206 3.999 -1.433
H -5.978 4.438 1.744
H 5.917 -3.914 -3.698
H 1.693 -3.379 2.678
H 2.940 4.532 -2.988
H -5.329 -0.922 1.742
H 1.555 -2.010 1.520
H -1.562 -6.073 -0.859
H -6.592 1.790 2.301
H -0.412 -5.799 0.246
*
```

---

(4)
A 4-piece molecular cluster, C16H31B3O11S4 overall at a distorted geometry. Source: the OMol25 dataset; level of theory: ωB97M-V/def2-TZVPD.

The HOMO energy comes out at -7.53 eV.

ORCA input file:
```
! wB97M-V def2-TZVPD RIJCOSX def2/J DEFGRID3
* xyz 0 1
S -4.384 0.109 -1.866
S 1.450 -1.775 5.199
S -1.206 2.355 -4.885
S 1.913 -0.720 1.479
O -3.743 -0.689 -2.885
O 2.458 -2.179 4.242
O 3.989 0.714 -2.322
O -4.567 1.537 -2.006
O -2.026 1.474 -5.682
O 0.039 -1.813 4.895
O 7.161 -3.042 -1.362
O 4.298 0.095 0.035
O 0.230 2.435 -5.052
O 7.189 -1.113 -0.114
O 2.058 0.982 -0.828
C 6.606 -1.942 -1.103
C -2.220 3.376 -2.649
C 2.209 -1.582 7.741
C 1.725 -2.636 6.743
C 1.313 -1.516 -3.337
C 1.566 -0.080 -3.270
C -5.954 -0.637 -1.466
C -3.596 -0.233 -0.295
C 5.265 -1.601 -1.876
C 1.854 -0.147 5.807
C -1.889 4.001 -4.979
C 1.620 -0.237 7.310
C -5.627 -1.633 -0.360
C -2.901 4.053 -3.841
C -4.656 -0.910 0.576
C -1.585 2.081 -3.158
B 2.842 0.203 0.126
B 2.543 0.557 -2.142
B 4.524 -0.241 -1.353
H -3.193 5.080 -3.612
H -4.198 -1.596 1.292
H 2.032 -2.264 -3.815
H -5.141 -2.517 -0.785
H -2.281 1.242 -3.094
H 1.917 -1.842 8.761
H 0.777 -3.078 7.056
H -6.380 -1.104 -2.353
H -0.667 1.844 -2.619
H 3.302 -1.526 7.717
H 0.335 -1.892 -2.881
H 2.084 0.597 7.839
H 4.470 -2.432 -1.791
H 2.821 -1.710 1.883
H -3.249 0.702 0.146
H -6.527 -1.961 0.163
H 2.468 -3.420 6.593
H 1.228 0.599 5.318
H -2.926 3.177 -1.842
H -6.615 0.152 -1.102
H 7.986 -1.577 0.244
H -5.200 -0.152 1.150
H -2.335 4.163 -5.959
H 0.547 -0.218 7.523
H -1.443 4.036 -2.251
H 5.411 -1.454 -3.008
H 2.907 0.041 5.584
H -1.075 4.710 -4.814
H 1.002 0.555 -4.068
H -2.748 -0.895 -0.480
H -3.803 3.497 -4.116
*
```

---

(5)
A 9-piece molecular cluster, C16H31Br4FN6O12 overall at a distorted geometry. Source: the OMol25 dataset; level of theory: ωB97M-V/def2-TZVPD.

As for the energy relative to the best compared isomer or geometry (same formula, charge and spin): 0.0 kcal/mol. The HOMO energy comes out at -9.39 eV.

ORCA input file:
```
! wB97M-V def2-TZVPD RIJCOSX def2/J DEFGRID3
* xyz 0 1
Br -2.676 -1.539 0.077
Br 0.865 4.890 -3.233
Br -3.917 -4.726 -2.989
Br 3.171 2.950 -1.442
F -1.339 1.823 -0.280
O 2.642 -2.423 -4.381
O 3.443 -0.597 -3.597
O 1.049 -0.885 4.697
O -3.477 1.028 2.510
O 0.424 3.358 2.517
O 2.502 -0.964 0.090
O -4.043 -0.776 3.414
O 0.826 -0.627 -1.132
O 2.419 2.902 1.940
O 2.532 -6.315 0.108
O 3.626 -4.540 0.435
O 1.308 0.785 5.928
N 2.631 -5.196 0.480
N 1.477 3.622 1.982
N 1.706 0.006 5.132
N 3.191 -1.772 -3.531
N 1.389 -0.570 -0.086
N -3.291 0.142 3.261
C -3.515 2.432 -0.842
C 3.579 -2.479 -2.329
C 0.860 2.937 -3.153
C -2.121 1.148 -2.352
C -2.084 0.153 4.150
C -2.323 1.829 -1.172
C -2.679 -2.748 -1.434
C -4.541 2.440 -1.787
C 1.597 4.899 1.263
C -4.364 1.763 -2.999
C -4.059 -3.297 -1.636
C 0.648 -0.045 1.077
C 2.213 2.313 -3.005
C 3.121 0.097 4.693
C 1.424 -4.544 1.014
C -3.168 1.090 -3.248
H 0.639 1.038 1.051
H -2.404 -2.154 -2.304
H 0.392 2.612 -4.085
H -1.311 0.702 3.619
H -4.709 -2.583 -2.110
H 0.648 5.414 1.313
H 3.198 -0.167 3.647
H 2.669 -2.702 -1.779
H -1.912 -3.501 -1.313
H 2.385 5.499 1.700
H -3.689 2.916 0.113
H 3.482 1.089 4.905
H 1.478 -4.532 2.103
H 0.553 -5.091 0.697
H 2.844 2.465 -3.863
H 1.112 -0.399 1.979
H 3.665 -0.644 5.279
H 1.447 -3.506 0.694
H 1.845 4.650 0.231
H -1.190 0.644 -2.572
H 4.125 -3.363 -2.609
H -5.164 1.757 -3.734
H -0.378 -0.369 0.971
H -2.361 0.662 5.057
H 2.048 1.256 -2.807
H 0.161 2.668 -2.369
H -1.740 -0.865 4.232
H -3.023 0.580 -4.194
H 4.095 -1.813 -1.654
H -5.469 2.950 -1.569
H -4.480 -3.779 -0.771
*
```

---

(6)
C16H31BrGaO5 as an isolated structure at a distorted geometry. Source: the OMol25 dataset; level of theory: ωB97M-V/def2-TZVPD.

The HOMO energy comes out at -5.41 eV.

ORCA input file:
```
! wB97M-V def2-TZVPD RIJCOSX def2/J DEFGRID3
* xyz -1 1
Br 3.958 -0.380 -1.981
Ga 0.821 -0.103 -0.613
O 0.062 -1.478 3.474
O -4.114 1.101 1.535
O 0.316 1.381 -1.692
O 2.693 -2.835 2.785
O 0.645 -2.776 1.485
C -2.473 -0.952 -1.499
C 3.174 1.530 0.296
C 3.248 1.437 1.961
C -1.435 -2.193 -1.202
C 2.093 -3.016 1.585
C -3.558 -0.743 -0.246
C -3.651 0.879 0.142
C 0.156 -1.817 -1.556
C -3.627 2.427 2.033
C 2.864 0.009 -0.326
C 0.492 0.974 -3.096
C -2.329 2.265 3.073
C 0.248 -1.507 2.135
C -0.045 -0.095 1.289
C 3.073 -3.514 0.344
C 0.920 2.179 -4.121
H -3.141 -1.249 -2.434
H 0.193 -1.777 -2.742
H 2.312 2.278 0.040
H 4.251 1.910 -0.031
H 0.372 1.948 -5.156
H -1.535 -2.654 -0.117
H -3.349 3.075 1.091
H 3.648 0.388 2.338
H 4.008 2.237 2.415
H -3.198 -1.370 0.692
H 0.217 0.870 1.919
H -1.229 -0.082 1.142
H 1.324 0.125 -3.196
H 2.834 -2.820 -0.597
H -2.541 3.047 3.940
H -1.746 -3.065 -1.953
H -2.335 1.203 3.568
H -1.299 2.448 2.545
H -0.518 0.444 -3.451
H 0.613 3.252 -3.770
H 2.196 1.638 2.467
H 2.987 -4.655 0.099
H -4.640 -1.163 -0.522
H 2.078 2.076 -4.361
H 3.286 -0.737 0.505
H -2.545 1.306 0.093
H 0.759 -2.805 -1.267
H 4.175 -3.195 0.672
H -1.961 0.076 -1.721
H -4.475 2.978 2.622
H -4.273 1.500 -0.636
*
```

---

(7)
A 6-piece molecular cluster, C16H31Cl10FO3S overall at a distorted geometry. Source: the OMol25 dataset; level of theory: ωB97M-V/def2-TZVPD.

As for the energy relative to the best compared isomer or geometry (same formula, charge and spin): 0.0 kcal/mol. The HOMO energy comes out at -8.62 eV.

ORCA input file:
```
! wB97M-V def2-TZVPD RIJCOSX def2/J DEFGRID3
* xyz 0 1
Cl 0.033 -5.441 2.098
Cl -1.659 0.138 1.134
Cl 10.697 3.760 1.983
Cl -7.208 -1.467 1.133
Cl -5.369 -3.199 3.419
Cl -9.149 1.817 0.415
Cl 0.638 -8.244 0.259
Cl -5.815 1.369 0.916
Cl -2.218 -3.203 1.496
Cl 8.655 1.518 0.444
S 3.037 1.248 -1.484
F -0.583 0.744 -2.953
O 4.118 2.439 -1.308
O 1.692 2.119 -1.089
O 2.913 0.963 -2.893
C -6.598 2.070 -0.526
C -0.593 1.603 -1.847
C 4.948 2.697 -2.487
C -3.434 -1.946 1.156
C 0.578 1.227 -0.938
C 6.144 3.564 -2.159
C 0.351 -6.596 -0.357
C 9.511 1.299 1.997
C -7.831 2.860 -0.174
C 0.917 -5.540 0.555
C -7.451 -3.159 1.648
C -7.117 -3.351 3.104
C 9.612 2.588 2.771
C -2.886 -0.848 0.286
C -0.518 3.019 -2.376
C 7.307 2.980 -1.785
H -7.639 -2.629 3.726
H -8.501 -3.393 1.478
H 5.332 1.780 -2.911
H -1.503 3.326 -2.727
H -6.849 -3.803 1.012
H -0.720 -6.470 -0.492
H -1.502 1.425 -1.278
H 0.833 -6.533 -1.331
H 0.856 0.212 -1.235
H 0.146 3.061 -3.234
H -6.828 1.257 -1.211
H -2.427 -1.244 -0.618
H -7.405 -4.352 3.422
H -4.263 -2.434 0.648
H 0.241 1.153 0.098
H -7.621 3.601 0.593
H -5.866 2.724 -0.999
H 10.492 0.884 1.783
H 7.362 2.284 -0.939
H 8.225 3.172 -2.335
H 0.832 -4.563 0.080
H -8.201 3.373 -1.060
H 10.021 2.388 3.759
H 6.067 4.644 -2.229
H 8.945 0.568 2.572
H 4.348 3.250 -3.204
H -3.792 -1.564 2.105
H -3.689 -0.173 -0.001
H 1.964 -5.726 0.780
H -0.218 3.694 -1.579
H 8.639 3.058 2.888
*
```

---

(8)
C16H31F3MnP2 as an isolated structure at a distorted geometry. Source: the OMol25 dataset; level of theory: ωB97M-V/def2-TZVPD.

As for the energy relative to the best compared isomer or geometry (same formula, charge and spin): 0.0 kcal/mol. The HOMO energy (spin up / spin down) comes out at -6.98 / -8.10 eV. The expectation value of S² is 8.78.

ORCA input file:
```
! wB97M-V def2-TZVPD RIJCOSX def2/J DEFGRID3
* xyz 0 6
Mn -2.012 -2.043 0.982
P -1.835 -1.569 -0.998
P -0.802 1.391 -0.343
F -0.845 -4.441 -0.355
F -1.269 -4.759 1.787
F 0.392 -3.414 1.172
C 3.034 2.104 1.860
C 1.992 0.330 -0.853
C -0.806 -2.183 -2.361
C 4.106 1.418 1.092
C 1.165 0.471 1.648
C -1.874 -2.055 3.041
C 1.760 -0.325 0.450
C 4.089 1.704 -0.456
C -1.619 1.073 -1.949
C 0.094 2.910 -1.029
C -3.329 -2.693 -0.971
C -2.651 -0.012 -1.690
C 1.764 1.814 1.889
C -0.931 -3.776 0.877
C -1.939 2.361 0.709
C 2.920 1.241 -1.231
H 5.025 1.924 1.463
H 4.160 0.309 1.195
H -3.383 0.322 -0.930
H -0.790 -2.001 3.311
H -3.122 -3.757 -1.171
H 3.358 2.990 2.439
H 1.079 -1.145 0.196
H -0.879 0.658 -2.647
H -2.214 3.284 0.188
H -0.485 3.404 -1.823
H -0.489 -3.210 -2.131
H 1.034 2.605 2.071
H 1.057 2.627 -1.467
H -2.057 1.986 -2.369
H 0.317 3.642 -0.249
H -1.421 2.630 1.639
H 1.203 -0.212 2.501
H -3.149 -0.327 -2.624
H 2.665 -0.799 0.807
H -3.965 -2.537 -0.078
H -2.414 -1.142 3.378
H 1.183 0.213 -1.572
H 0.068 0.661 1.546
H -1.441 -2.178 -3.261
H -2.823 1.758 0.938
H 0.094 -1.558 -2.498
H 2.942 1.675 -2.241
H 4.292 2.780 -0.669
H 4.954 1.117 -0.823
H -2.336 -2.991 3.437
H -3.868 -2.274 -1.825
*
```